[1]
{"formula": "C21H55AsBaF6NO16P3", "method": "ωB97M-V/def2-TZVPD", "total_charge": -2, "total_energy_ev": -162636.941, "e_above_lowest_ev": 0.000, "spin_multiplicity": 1, "gap_ev": 3.8, "species": ["O", "H", "H", "C", "H", "H", "H", "H", "H", "H", "H", "P", "P", "H", "F", "F", "H", "C", "H", "C", "C", "H", "O", "C", "H", "C", "H", "H", "H", "C", "H", "C", "F", "H", "H", "H", "H", "C", "C", "H", "F", "P", "H", "C", "O", "O", "C", "O", "C", "H", "H", "H", "Ba", "O", "H", "H", "H", "H", "H", "H", "O", "H", "H", "H", "O", "H", "H", "H", "H", "O", "H", "C", "O", "H", "C", "F", "F", "O", "H", "C", "H", "H", "H", "C", "C", "H", "As", "H", "H", "C", "H", "O", "H", "C", "O", "O", "H", "O", "O", "N", "C", "H", "H", "H"], "xyz": [[-3.796, 2.099, -0.408], [4.331, -0.006, -3.211], [4.860, 1.378, -0.570], [-2.749, -0.206, -3.452], [2.011, -2.383, -5.418], [2.766, -0.798, -5.575], [0.784, -0.237, -4.416], [-2.373, 4.186, 4.692], [5.521, 1.224, -2.952], [-3.036, -2.406, -0.789], [-5.093, 2.437, 1.211], [2.818, 0.217, 0.727], [-2.480, 2.649, 0.272], [-4.877, -0.506, -2.940], [-0.174, 2.450, 4.950], [1.018, -0.791, 4.804], [1.297, 4.537, 1.755], [4.564, 0.850, -2.575], [-2.413, 2.036, 3.102], [-3.982, -1.043, -3.249], [-4.983, 1.758, 0.372], [-2.113, -4.588, -4.010], [-1.409, -3.231, -2.637], [-1.155, -4.249, -3.622], [3.034, -4.913, -0.831], [1.300, -3.655, 1.544], [5.383, -0.316, -0.904], [2.940, -4.930, 2.974], [-7.072, 1.624, 0.064], [-3.058, 3.997, 3.867], [-2.659, 5.671, -1.321], [1.398, -0.996, -3.913], [-1.170, 0.232, 5.326], [5.615, -0.515, 4.431], [4.331, -4.251, 2.125], [2.735, 4.450, 0.710], [3.311, -1.957, -4.355], [-2.375, 3.098, 2.855], [-3.033, 4.253, -2.857], [-2.575, 0.357, -2.527], [1.916, 1.434, 4.430], [-0.813, -1.790, -2.699], [1.132, -3.710, 2.630], [-3.001, 4.637, -1.390], [-1.424, -2.708, 3.320], [0.476, -3.143, 0.827], [5.476, -0.153, 3.413], [-3.451, -0.104, 2.430], [-6.186, 1.807, -0.557], [-6.192, 0.961, -1.245], [1.809, -0.415, -3.079], [-0.908, -5.873, -2.202], [-1.163, -1.013, 1.303], [-0.783, -1.067, -1.461], [2.292, -3.315, -0.799], [-3.962, 4.489, -0.905], [1.127, 2.085, 1.869], [6.060, -0.797, 2.747], [-2.059, 4.297, -3.335], [-0.080, -6.065, -3.773], [-1.599, -0.986, -3.834], [-1.302, 3.293, 2.823], [0.534, -4.950, -2.486], [-3.773, -1.770, -2.460], [3.000, 1.763, 1.016], [-3.296, 4.946, 3.385], [1.216, 2.548, 0.192], [-0.609, -2.748, 3.848], [3.921, -3.476, -0.190], [-2.973, 3.391, 1.566], [-4.833, 0.723, 0.698], [2.430, -1.544, -4.855], [-3.187, -2.492, 0.159], [5.893, 0.847, 3.296], [-0.345, -5.358, -2.982], [-0.037, 0.737, 3.186], [0.802, 0.885, 6.578], [3.357, -0.039, -0.739], [-2.808, 0.587, -4.205], [2.185, 3.956, 1.513], [3.804, 1.620, -2.690], [-0.541, -3.857, -4.436], [-3.920, 3.518, 4.333], [3.407, -4.825, 1.994], [2.952, -3.989, -0.251], [-3.453, 3.253, -2.993], [0.350, 0.803, 4.910], [3.610, 0.796, 3.217], [-6.302, 2.767, -1.063], [4.013, -0.186, 2.994], [2.850, 3.857, 2.373], [-2.028, 3.823, -0.702], [3.447, -0.958, 3.508], [4.648, 0.456, -1.117], [0.581, -2.053, -3.410], [3.959, -0.475, 1.578], [-3.752, 4.913, -3.360], [1.476, -0.246, 0.994], [-1.483, 1.611, 0.433], [2.484, -4.180, 1.099], [1.774, 2.560, 1.132], [3.641, -5.824, 1.615], [-3.534, 0.817, 2.717], [-4.265, -1.592, -4.157]]}


[2]
{"formula": "C21H56BeF6N5O8P", "method": "ωB97M-V/def2-TZVPD", "total_energy_ev": -72500.736, "spin_multiplicity": 1, "gap_ev": 1.6, "species": ["F", "H", "O", "N", "C", "C", "H", "N", "N", "C", "H", "N", "C", "O", "C", "H", "H", "O", "H", "H", "H", "C", "C", "H", "H", "H", "H", "O", "H", "H", "C", "H", "C", "H", "C", "C", "H", "H", "C", "O", "H", "F", "H", "C", "H", "H", "N", "H", "H", "H", "H", "H", "H", "H", "H", "P", "H", "H", "C", "C", "O", "H", "H", "Be", "H", "C", "F", "F", "H", "H", "H", "H", "H", "H", "H", "F", "C", "C", "H", "C", "H", "C", "H", "C", "H", "H", "H", "H", "H", "H", "O", "O", "H", "H", "H", "F", "H", "H"], "xyz": [[0.184, 0.601, -0.938], [2.368, 1.145, -8.677], [0.111, -2.032, -4.647], [6.851, 1.683, 1.117], [-5.460, -1.851, 0.409], [-5.655, 4.082, 2.619], [-5.635, -2.632, -0.331], [3.224, 1.999, -4.125], [-4.597, -0.870, -0.306], [2.274, 0.244, -8.071], [4.689, 2.117, 2.904], [-3.743, 3.756, 1.204], [1.961, 2.191, -4.859], [-7.326, -0.898, -0.863], [-8.643, -0.333, -0.871], [-2.891, 3.216, 1.254], [-4.278, 2.419, 2.703], [2.378, -5.987, 0.257], [1.519, -0.484, -8.369], [-7.306, 6.938, 2.292], [1.313, -3.914, 3.622], [1.646, -6.140, -0.950], [-3.312, 4.020, 3.584], [1.517, 3.824, -3.358], [3.184, -0.319, -8.276], [2.047, 4.426, -5.025], [7.186, 0.943, 4.398], [-5.742, 5.481, 2.229], [-2.266, 3.748, 3.443], [-3.441, 4.714, 1.314], [-1.155, -1.924, -4.969], [-9.323, -1.077, -0.455], [6.966, 0.750, 3.348], [3.023, 2.392, -3.217], [5.485, 2.846, 2.749], [1.594, -5.610, 1.281], [2.213, -6.113, -1.881], [-6.397, 3.542, 2.031], [8.132, -1.252, 3.447], [7.957, -0.117, 2.674], [-5.371, -3.047, 2.144], [2.212, 0.828, 0.196], [1.238, 1.452, -4.516], [-4.244, 3.497, 2.546], [8.697, -2.022, 2.920], [-6.801, -0.261, 1.114], [3.586, -4.786, 2.468], [0.945, -6.482, 1.355], [1.265, -7.160, -0.902], [5.522, 3.393, 3.691], [5.248, 3.409, 1.847], [-4.567, -1.509, 2.340], [-3.694, 3.813, 4.584], [3.274, -3.832, 2.354], [3.987, -4.774, 3.395], [1.016, -0.320, 0.167], [8.469, -1.023, 4.458], [-3.713, -1.327, -0.479], [2.339, -5.610, 2.604], [1.491, 3.693, -4.440], [2.345, 0.613, -6.660], [-4.239, -0.212, 0.372], [6.053, 1.127, 0.846], [3.706, -1.382, -4.303], [6.709, 2.553, 0.625], [2.103, 1.983, -6.373], [1.725, -1.087, -1.099], [1.863, -1.275, 1.216], [-3.221, 5.101, 3.476], [2.139, -5.115, 4.708], [6.020, 0.214, 3.430], [2.898, 2.640, -6.725], [-8.696, 0.580, -0.278], [3.861, 2.686, -4.501], [0.645, -5.477, 3.936], [0.249, 0.588, 1.322], [-4.758, -2.310, 1.626], [1.590, -4.956, 3.780], [-9.034, -0.184, -1.878], [6.772, 2.065, 2.546], [-3.752, -2.652, 1.382], [-6.834, -1.149, 0.483], [-7.486, 5.537, 3.202], [-7.141, 5.863, 2.220], [7.634, 2.723, 2.655], [-5.933, 3.896, 3.656], [-7.737, 5.333, 1.477], [1.165, 2.239, -6.864], [2.587, -6.615, 2.945], [0.779, -5.498, -1.107], [-1.476, -2.036, -6.200], [-1.967, -1.583, -3.912], [7.243, -1.846, 3.661], [-1.052, -1.522, -3.627], [-7.500, -1.850, 0.988], [-0.224, -1.389, 0.170], [0.464, 3.703, -4.806], [0.943, -4.761, 1.072]]}